1.
{"formula": "C8H9Cl3Si", "method": "wB97M-V/def2-TZVPD", "relative_energy_kj_mol": 397.3, "energy_ha": -1980.3046, "lumo_ev": 0.51, "gap_ev": 9.6, "elements": ["C", "C", "C", "C", "C", "C", "C", "C", "Si", "Cl", "Cl", "Cl", "H", "H", "H", "H", "H", "H", "H", "H", "H"], "positions_angstrom": [[0.741561, -1.974833, -0.847845], [1.856190, -1.486781, -1.503313], [0.037144, -1.190807, 0.064009], [0.532568, 0.074348, 0.299985], [2.310682, -0.201969, -1.249577], [1.628474, 0.604058, -0.334588], [-1.201912, -1.705417, 0.725273], [-0.626181, 1.386421, 1.441514], [-1.731684, 2.343865, 0.273522], [3.676023, 0.410360, -2.105041], [2.152863, 2.219749, -0.051629], [-3.427229, 1.264259, 0.008888], [0.391647, -2.971320, -1.072618], [2.374313, -2.088652, -2.232630], [-1.496999, -2.657778, 0.293417], [-1.030834, -1.850162, 1.791450], [-2.015650, -0.996191, 0.604171], [-1.079632, 0.701250, 2.142238], [0.170731, 1.952613, 1.903757], [-1.122122, 2.556859, -1.032954], [-2.139953, 3.610129, 0.881971]], "forces_ev_per_angstrom": [[-0.0420, 0.0944, 0.0550], [0.1284, 0.1497, 0.0162], [0.2197, -0.1882, -0.1816], [-2.8449, 2.8925, 2.0892], [-0.1660, 0.0406, 0.0907], [0.2803, -0.2594, -0.2536], [0.0426, 0.0134, 0.0684], [2.4929, -2.4463, -2.3522], [0.7328, -0.2050, 0.4991], [0.1448, -0.0543, -0.0931], [-0.0438, 0.1609, 0.0839], [-0.7141, -0.3887, -0.1915], [-0.0346, -0.1135, -0.0103], [0.0748, -0.0640, -0.0437], [-0.0487, -0.0643, -0.0038], [-0.0490, -0.0186, 0.0860], [-0.1121, -0.0281, 0.0312], [-0.2349, 0.0051, 0.1137], [0.0238, 0.1680, 0.1280], [0.1550, 0.0684, -0.2058], [-0.0051, 0.2372, 0.0745]], "lowdin_charge": [-0.04, -0.10, -0.27, -0.07, -0.69, -0.69, -0.05, -0.20, 0.17, 0.67, 0.69, 0.27, 0.11, 0.11, 0.08, 0.09, 0.02, 0.02, 0.00, -0.05, -0.07]}

=====

2.
{"formula": "C8H9ClIN2", "method": "wB97M-V/def2-TZVPD", "total_charge": 1, "relative_energy_kj_mol": 66.3, "energy_ha": -1177.2530, "lumo_ev": [-4.69, -4.54], "smiles": "C[N@@H+]1Cc2[nH]ccc2C(Cl)=C1I", "gap_ev": [6.6, 7.1], "elements": ["C", "C", "C", "C", "C", "C", "C", "C", "N", "N", "Cl", "I", "H", "H", "H", "H", "H", "H", "H", "H", "H"], "positions_angstrom": [[-2.292100, -0.617045, -1.264710], [-2.942904, -0.810893, -0.110000], [-0.949217, -0.123896, -0.995553], [-0.832839, -0.132165, 0.373165], [0.184536, 0.416796, -1.677717], [1.308424, 1.335490, -0.716649], [0.210279, 0.465772, 1.292678], [2.213211, -0.571066, 0.549412], [-2.019175, -0.574282, 0.935916], [1.555112, 0.785048, 0.546081], [0.127784, 0.878038, -3.263179], [2.877342, 2.159130, -1.826897], [-2.623857, -0.989121, -2.259547], [-3.925290, -1.260101, 0.045262], [-0.204687, 1.338412, 1.732158], [0.538851, -0.255983, 2.020556], [1.562082, -1.263922, -0.057996], [3.216222, -0.536251, 0.044626], [2.232162, -1.143371, 1.504150], [-2.319950, -0.371398, 1.887628], [2.084013, 1.270808, 1.240618]], "forces_ev_per_angstrom": [[0.5626, -0.4455, -2.5748], [0.6567, -0.5486, 0.9432], [0.3114, -0.5451, 0.7177], [-0.8722, -0.0660, 1.8572], [2.6724, 3.8422, 3.8418], [-3.1646, -1.8126, -5.4481], [0.2502, -0.5905, -1.5466], [0.6650, -2.5489, -1.8327], [-0.1048, 0.8019, -0.7975], [-1.8444, -3.6353, 2.4224], [-0.0763, -0.2376, -0.7323], [-0.1195, -0.1894, 0.6467], [0.0909, 0.7874, 0.9397], [0.4859, 0.3355, 0.1726], [-0.0195, 1.0662, 0.4477], [-0.3498, -0.0144, 0.5674], [0.6453, 1.0152, 0.2214], [-0.9834, 0.2001, 0.6820], [0.3611, 1.3006, -0.1285], [0.2978, -0.2737, -0.3287], [0.5351, 1.5585, -0.0705]], "lowdin_charge": [-0.02, -0.06, -0.23, -0.20, -0.58, -0.70, 0.01, -0.02, 0.10, -0.20, 0.77, 0.92, 0.14, 0.13, 0.14, 0.12, 0.12, 0.11, 0.11, 0.17, 0.16]}

=====

3.
{"formula": "C8H9ClN3O", "method": "wB97M-V/def2-TZVPD", "total_charge": 1, "relative_energy_kj_mol": 59.1, "energy_ha": -1009.6677, "lumo_ev": -4.34, "gap_ev": 8.7, "elements": ["C", "C", "C", "C", "C", "C", "C", "C", "N", "N", "N", "O", "Cl", "H", "H", "H", "H", "H", "H", "H", "H", "H"], "positions_angstrom": [[2.762074, 0.959809, 0.238745], [3.510900, -0.219620, 0.083379], [1.621418, -1.530631, -0.247392], [1.418372, 0.842749, -0.080202], [0.810432, -0.429989, -0.282613], [0.690853, 2.087212, 0.026496], [-0.650565, 2.074767, -0.010283], [-1.283589, 0.667810, -0.212156], [2.902221, -1.439885, -0.088234], [-2.576569, 0.495971, -0.138664], [-2.884031, -2.032304, 0.250532], [-0.545705, -0.437257, -0.371601], [-1.800752, 3.287407, -0.020463], [3.275888, 1.992964, 0.310961], [4.537891, -0.208057, 0.206663], [1.258343, -2.491832, -0.277206], [1.368495, 2.887282, 0.049134], [-2.968623, 1.399836, -0.311992], [-2.769219, -0.557648, 0.017471], [-1.905714, -2.508486, 0.301255], [-3.419215, -2.376390, -0.499643], [-3.352895, -2.463701, 1.055817]], "forces_ev_per_angstrom": [[1.9533, -0.1682, -1.7326], [-3.1398, -0.5455, 0.4848], [-0.5931, 0.9065, 0.1128], [-0.4951, -0.3112, 0.8784], [1.3300, 3.5274, 0.8009], [-1.2524, -1.3110, -0.6950], [-0.0114, -3.3215, -1.0589], [0.8515, 1.1435, 0.8013], [2.8234, 1.7663, 0.1789], [3.2381, 0.6857, -0.7227], [2.4462, -1.5454, 2.1960], [-1.1652, 0.1894, -0.0210], [-0.1583, 1.1820, 0.1829], [-0.9703, -1.9610, 0.2067], [1.8986, -0.2307, 0.1321], [-1.1064, -2.1364, -0.3197], [0.0407, 1.6156, 0.3600], [-1.6527, 0.0761, 0.4020], [-1.4214, -0.4287, 0.0592], [-2.3332, 1.0220, -0.6792], [-0.3380, -0.7583, -1.5728], [0.0556, 0.6035, 0.0058]], "lowdin_charge": [0.02, -0.05, -0.08, -0.14, -0.14, 0.02, -0.56, -0.25, 0.11, 0.20, 0.06, 0.12, 0.85, 0.16, 0.09, 0.11, 0.12, 0.06, 0.04, 0.12, 0.05, 0.09]}

=====

4.
{"formula": "C8H9CuNO6", "method": "wB97M-V/def2-TZVPD", "s_squared": 0.76, "total_charge": 2, "spin_multiplicity": 2, "energy_ha": -2456.1957, "lumo_ev": [-8.33, -11.53], "gap_ev": [8.1, 4.9], "elements": ["Cu", "O", "C", "C", "O", "C", "O", "C", "O", "C", "H", "H", "C", "H", "H", "N", "C", "C", "O", "O", "H", "H", "H", "H", "H"], "positions_angstrom": [[0.829622, -0.326361, -0.027976], [1.705179, -3.179424, -0.321001], [1.455034, -2.077721, -0.548274], [-0.306033, 1.818359, -1.065477], [-0.726393, 2.845069, -1.351371], [-1.314736, -1.002787, -1.403987], [-2.359579, -1.419404, -1.593237], [2.441598, 0.640132, -0.277996], [3.385297, 1.220633, 0.033114], [1.612841, -1.001575, -3.540025], [2.649894, -1.145017, -3.217279], [1.002955, -1.905919, -3.642362], [1.131416, 0.211933, -3.799489], [0.099966, 0.364640, -4.139843], [1.760877, 1.104183, -3.698002], [-1.163851, -0.097715, 3.835902], [-1.754603, 0.895915, 2.902267], [-1.187566, 0.572909, 1.534351], [-1.685551, 1.064341, 0.498609], [-0.182344, -0.235604, 1.590198], [-1.663729, -0.997302, 3.757643], [-1.240243, 0.186696, 4.803068], [-0.188612, -0.251708, 3.537499], [-2.840645, 0.817919, 2.914518], [-1.460794, 1.897807, 3.219149]], "forces_ev_per_angstrom": [[-1.6937, 0.8647, -1.2187], [-0.8957, 4.4442, -1.4759], [1.1379, -5.5238, 1.5825], [-0.1738, 2.8065, -0.7198], [1.0703, -2.9330, 0.6409], [-2.5152, -1.2998, -0.1264], [2.6249, 1.1480, 0.3028], [4.8499, 2.9741, 1.7019], [-3.7280, -2.2869, -1.6976], [0.0206, -0.2476, 0.4706], [-0.2466, 0.0314, -0.2746], [0.2158, 0.3135, -0.1300], [-0.1303, 0.2539, 0.1870], [0.4544, -0.0560, 0.0682], [-0.2472, -0.3250, -0.1752], [-0.4126, -0.5982, 0.1489], [-0.1906, 0.1128, -0.1068], [-1.6670, 1.2656, -1.9703], [0.6142, -1.1951, 2.7174], [0.6263, -0.1318, -0.6520], [0.3204, 0.2362, 0.0243], [0.1583, 0.2062, 0.4886], [-0.2201, -0.0981, 0.3625], [0.0553, 0.0674, -0.0483], [-0.0274, -0.0293, -0.1003]], "lowdin_charge": [0.48, 0.25, 0.03, 0.03, 0.18, 0.06, 0.17, 0.05, 0.26, -0.10, 0.06, 0.07, -0.06, 0.07, 0.07, 0.20, -0.01, -0.55, 0.00, -0.12, 0.19, 0.18, 0.16, 0.16, 0.16]}

=====

5.
{"formula": "C8H9FN2O", "method": "wB97M-V/def2-TZVPD", "relative_energy_kj_mol": 479.8, "energy_ha": -594.6799, "lumo_ev": [0.74, 0.74], "gap_ev": [8.6, 8.6], "elements": ["C", "C", "C", "C", "C", "C", "C", "C", "N", "N", "O", "F", "H", "H", "H", "H", "H", "H", "H", "H", "H"], "positions_angstrom": [[1.979484, 2.705240, -0.579807], [0.871566, 2.885378, -1.417986], [2.128596, 1.592299, 0.167160], [-0.138615, 1.913145, -1.488813], [1.147985, 0.548454, 0.083957], [0.098720, 0.701286, -0.807559], [1.360410, -0.738115, 0.683197], [-2.103381, -2.810625, 1.084999], [-0.739647, -0.426116, -0.848452], [-0.417287, -1.510051, 0.003415], [-1.345068, -1.555334, 1.072853], [2.113769, -1.610276, 0.041129], [2.607548, 3.599268, -0.487931], [0.729513, 3.824058, -1.832286], [3.061545, 1.404290, 0.797292], [-1.017943, 2.181956, -2.008687], [1.445593, -0.803252, 1.763480], [-2.934976, -2.786083, 0.314146], [-2.636726, -2.787226, 2.150050], [-1.455033, -3.646073, 1.103958], [-1.753475, -0.273986, -0.744842]], "forces_ev_per_angstrom": [[-0.0124, 2.0625, -0.7072], [-0.9035, -2.4576, 1.6380], [0.6618, -2.2447, 1.4411], [2.1906, 0.5055, 0.5093], [2.1749, 1.8500, -1.0631], [-1.3417, -0.5567, 0.6744], [-3.7856, -1.3412, -0.5402], [-2.0369, 2.3085, 2.0093], [-1.4833, 0.0929, 0.1645], [3.0736, 0.6224, 1.1280], [-0.7972, -0.1866, -0.1094], [0.9880, -0.3984, -0.2865], [0.2662, -0.7250, 0.0340], [-0.2929, 1.5457, -1.0334], [-1.4942, 0.4801, -0.7743], [-0.8786, -0.3778, -0.6039], [0.0263, -0.2831, 0.0228], [1.2689, -0.3514, 0.6556], [1.0762, 0.0188, -2.2618], [0.5853, -0.8820, -0.5611], [0.7145, 0.3180, -0.3360]], "lowdin_charge": [-0.12, -0.07, -0.03, 0.01, -0.16, -0.20, -0.11, -0.08, 0.01, -0.03, -0.24, 0.06, 0.11, 0.08, 0.14, 0.10, 0.14, 0.09, 0.12, 0.05, 0.14]}

=====

6.
{"formula": "C8H9INO2", "method": "wB97M-V/def2-TZVPD", "total_charge": -1, "relative_energy_kj_mol": 158.3, "energy_ha": -813.2017, "lumo_ev": 1.69, "gap_ev": 5.3, "elements": ["C", "C", "C", "C", "C", "C", "C", "C", "N", "O", "O", "I", "H", "H", "H", "H", "H", "H", "H", "H", "H"], "positions_angstrom": [[0.117483, 2.211448, 1.678095], [1.239551, 1.726360, 1.015851], [-1.144547, 1.796573, 1.230015], [-2.928227, 0.368953, -0.220935], [1.167981, 0.569404, 0.285010], [0.079578, -0.184868, 0.053081], [0.712354, -2.327383, -1.392958], [-0.317471, -1.311811, -0.843343], [-1.294483, 0.690880, 0.557487], [-3.183145, -0.730548, 0.060646], [-3.382346, 1.321039, -0.789744], [5.520284, -1.896580, 0.226577], [0.260911, 3.063167, 2.319378], [2.174087, 2.215920, 1.297293], [-2.064953, 2.394035, 1.391419], [2.098217, 0.410382, -0.232556], [1.318780, -1.873538, -2.128497], [0.201607, -3.200420, -1.933025], [1.346344, -2.595066, -0.594851], [-1.094757, -1.799617, -0.202764], [-0.827240, -0.848331, -1.776186]], "forces_ev_per_angstrom": [[1.4540, 0.5946, -1.1384], [-1.6624, 1.5372, 3.4004], [-0.4839, -0.8768, 0.0053], [-0.7106, 1.6490, -0.6579], [1.3353, -1.0747, -1.8855], [-3.9110, 3.7597, 0.6175], [-1.7859, -0.0483, -0.2051], [-1.4159, -0.0983, -0.7557], [3.1153, -1.6020, -1.7553], [-0.3879, -3.1136, 0.8559], [1.1138, 0.7721, 0.2786], [-0.1520, 0.0867, -0.0224], [-0.3459, 0.2029, 0.1532], [-0.0267, -0.4149, -0.6033], [0.5998, -0.4339, 0.0018], [0.2859, -1.1792, -0.1360], [0.7926, 0.6421, -0.8107], [0.5950, 1.1581, 1.2303], [0.8285, -1.0063, 0.7643], [0.3760, 0.0160, -1.0561], [0.3859, -0.5703, 1.7190]], "lowdin_charge": [-0.06, -0.06, -0.13, -0.66, -0.06, -0.02, -0.08, -0.21, 0.13, 0.09, 0.07, -0.96, 0.09, 0.12, 0.14, 0.12, 0.05, 0.10, 0.05, 0.11, 0.15]}